32
Properties=species:S:1:pos:R:3 method="wB97M-V/def2-TZVPD" e_above_lowest_kcal_mol=291.0 max_force_ha_per_bohr=0.33941 smiles=COc1ccc(SCCc2ccncc2)cc1 total_charge=0 orbital_gap_ev=7.9
C 4.65 1.79 0.11
O 4.28 0.71 -0.62
C 3.01 0.05 -0.17
C 2.19 0.43 0.72
C 0.92 -0.10 1.27
C 0.48 -1.30 0.74
S -1.07 -1.81 0.96
C -1.72 -2.47 -0.66
C -1.78 -1.14 -1.40
C -2.06 0.02 -0.82
C -1.24 1.20 -0.75
C -1.48 2.52 -0.24
N -2.79 2.62 0.53
C -3.65 1.55 0.28
C -3.45 0.45 -0.10
C 1.35 -1.70 -0.55
C 2.49 -1.07 -0.88
H 5.69 2.02 -0.48
H 4.80 1.75 1.04
H 3.87 2.60 -0.23
H 2.49 1.47 1.46
H 0.28 0.37 2.11
H -2.74 -2.46 -0.24
H -1.27 -3.18 -1.11
H -0.70 -1.20 -1.95
H -2.37 -1.17 -2.38
H -0.15 1.20 -1.30
H -0.92 3.44 -0.37
H -4.62 1.77 1.03
H -4.07 -0.33 -0.20
H 1.02 -2.43 -0.90
H 3.21 -1.55 -1.57